This record from OMol25 describes C51H44N5O2P2Se2Te2Y as an isolated structure. The level of theory is ωB97M-V with the def2-TZVPD basis set.

Output
Electronic energy = -230054.71526 eV
2S+1 = 1
HOMO energy = -6.396 eV
Energy above the lowest of the compared OMol25 structures with the same formula, charge and spin = 0.00 kcal/mol
Orbital gap = 0.2182 hartree
LUMO = -0.457 eV
Charge = 0

Structure (XYZ):
```
109
Properties=species:S:1:pos:R:3:forces:R:3:lowdin_charge:R:1
Y -0.93002 -0.99524 -1.79973 -0.6 -0.6 -0.1 0.951
C -0.52519 -2.32083 2.76939 0.0 0.0 0.0 -0.034
C -0.78011 -3.67803 2.81181 0.0 0.0 0.0 -0.033
C -0.91224 -4.36206 1.61914 0.0 0.0 0.0 -0.004
C -0.78247 -3.67596 0.41839 0.0 0.0 0.0 -0.225
N -0.54820 -2.36105 0.37408 0.0 0.1 0.0 0.043
C -0.43011 -1.71523 1.53235 0.0 0.0 0.0 -0.182
C -0.87628 -4.37888 -0.88297 0.0 0.0 0.0 -0.200
C -0.67030 -5.75135 -0.96449 0.0 0.0 0.0 0.004
C -0.74323 -6.36128 -2.19991 0.0 0.0 0.0 -0.030
C -0.99714 -5.58479 -3.31296 0.0 0.0 0.0 0.006
C -1.15492 -4.21293 -3.16001 0.0 0.0 0.0 -0.217
N -1.11237 -3.62658 -1.95983 0.0 0.1 0.0 0.074
C -1.38323 -3.32568 -4.33010 0.0 0.0 0.0 -0.223
C -1.36309 -3.81331 -5.62944 0.0 0.0 0.0 -0.003
C -1.64695 -2.95553 -6.67850 0.0 0.0 0.0 -0.045
C -1.96256 -1.64295 -6.39505 0.0 0.0 0.0 -0.034
C -1.93555 -1.22638 -5.07388 0.0 0.0 0.0 -0.159
N -1.63017 -2.03843 -4.06023 0.1 0.0 0.0 0.034
H -0.41207 -1.73261 3.66967 0.0 0.0 0.0 0.110
H -0.88561 -4.19663 3.75521 0.0 0.0 0.0 0.116
H -1.14468 -5.41607 1.62308 0.0 0.0 0.0 0.111
H -0.23343 -0.65950 1.44896 0.0 0.0 0.0 0.001
H -0.43351 -6.32623 -0.08263 0.0 0.0 0.0 0.109
H -0.59107 -7.42782 -2.29754 0.0 0.0 0.0 0.116
H -1.05743 -6.04449 -4.28608 0.0 0.0 0.0 0.104
H -1.12035 -4.84389 -5.83420 0.0 0.0 0.0 0.102
H -1.62497 -3.31624 -7.69848 0.0 0.0 0.0 0.113
H -2.20621 -0.93366 -7.17279 0.0 0.0 0.0 0.114
H -2.14720 -0.20187 -4.81044 0.0 0.0 0.0 0.022
C -0.32436 1.75397 2.16776 0.0 0.0 0.0 -0.301
N 1.10585 1.98225 2.34282 0.0 0.1 0.0 -0.177
C 1.93445 0.78980 2.41053 0.0 0.0 0.0 -0.343
P 2.27367 0.01523 0.74828 0.0 0.1 0.0 1.060
C 3.59119 1.10417 0.10057 0.0 0.0 0.0 -0.391
C 3.89927 2.36196 0.61088 0.0 0.0 0.0 -0.096
C 4.87626 3.14427 0.00579 0.0 0.0 0.0 -0.086
C 5.55264 2.67816 -1.11086 0.0 0.0 0.0 -0.088
C 5.24651 1.42582 -1.62918 0.0 0.0 0.0 -0.084
C 4.26861 0.64737 -1.03332 0.0 0.0 0.0 -0.123
C 3.29231 -1.37945 1.37348 0.0 0.0 0.0 -0.360
C 4.44874 -1.16965 2.12569 0.0 0.0 0.0 -0.085
C 5.17354 -2.24167 2.62024 0.0 0.0 0.0 -0.081
C 4.75425 -3.54156 2.36297 0.0 0.0 0.0 -0.090
C 3.61583 -3.76228 1.60449 0.0 0.0 0.0 -0.079
C 2.88963 -2.68524 1.11174 0.0 0.0 0.0 -0.107
C 1.42848 3.02675 3.25722 -0.1 0.0 0.0 -0.248
C 1.04012 4.33315 2.95179 0.1 0.0 0.0 -0.014
C 1.34257 5.37535 3.81060 0.0 0.0 0.0 -0.076
C 2.04757 5.14301 4.98474 0.0 0.0 0.0 -0.101
C 2.43503 3.85025 5.29298 0.0 0.0 0.0 -0.087
C 2.12375 2.79578 4.44333 0.0 0.0 0.0 -0.029
P -0.88148 1.56055 0.37389 0.1 0.0 0.0 1.016
C -0.37118 3.21945 -0.17765 0.0 0.0 0.0 -0.410
C 0.91799 3.33782 -0.68601 0.0 0.0 0.0 -0.185
C 1.43725 4.57921 -1.01734 0.0 0.0 0.0 -0.076
C 0.66211 5.71881 -0.85245 0.0 0.0 0.0 -0.078
C -0.62599 5.61022 -0.34614 0.0 0.0 0.0 -0.083
C -1.13928 4.36692 -0.00104 0.0 0.0 0.0 -0.097
C -2.68640 1.71029 0.57403 0.0 0.0 0.0 -0.384
C -3.44914 2.17916 -0.49799 0.0 0.0 0.0 -0.121
C -4.83073 2.22002 -0.40834 0.0 0.0 0.0 -0.081
C -5.47223 1.77182 0.73984 0.0 0.0 0.0 -0.094
C -4.72408 1.27360 1.79538 0.0 0.0 0.0 -0.083
C -3.33879 1.24252 1.71302 0.0 0.0 0.0 -0.089
H -0.86642 2.61648 2.55704 0.0 0.0 0.0 0.100
H -0.64345 0.88877 2.76666 0.0 0.0 0.0 0.074
H 1.49375 0.00720 3.04951 0.0 0.0 0.0 0.091
H 2.89281 1.05361 2.85430 0.0 0.0 0.0 0.071
H 3.37135 2.75665 1.47083 0.0 0.0 0.0 0.092
H 5.10553 4.12098 0.41396 0.0 0.0 0.0 0.104
H 6.31350 3.28952 -1.57927 0.0 0.0 0.0 0.100
H 5.76026 1.05784 -2.50822 0.0 0.0 0.0 0.107
H 4.01180 -0.31773 -1.45687 0.0 0.0 0.0 0.072
H 4.79701 -0.15842 2.30557 0.0 0.0 0.0 0.106
H 6.07132 -2.06562 3.19917 0.0 0.0 0.0 0.102
H 5.32393 -4.37928 2.74483 0.0 0.0 0.0 0.100
H 3.29714 -4.77328 1.38273 0.0 0.0 0.0 0.101
H 2.01662 -2.85728 0.49698 0.0 0.0 0.0 0.056
H 0.51795 4.52685 2.02633 0.0 0.0 -0.1 0.092
H 1.03900 6.38124 3.54872 0.0 0.0 0.0 0.104
H 2.29217 5.96122 5.64902 0.0 0.0 0.0 0.098
H 2.97647 3.64965 6.20890 0.0 0.0 0.0 0.102
H 2.41564 1.79221 4.72081 0.0 0.0 0.0 0.104
H 1.52122 2.45191 -0.83294 0.0 0.0 0.0 0.024
H 2.44514 4.64714 -1.40821 0.0 0.0 0.0 0.105
H 1.05998 6.69014 -1.11756 0.0 0.0 0.0 0.103
H -1.23379 6.49638 -0.21398 0.0 0.0 0.0 0.103
H -2.13797 4.29907 0.41088 0.0 0.0 0.0 0.105
H -2.95610 2.50967 -1.40544 0.0 0.0 0.0 0.076
H -5.40749 2.59753 -1.24373 0.0 0.0 0.0 0.112
H -6.55288 1.80374 0.80677 0.0 0.0 0.0 0.104
H -5.21545 0.90555 2.68705 0.0 0.0 0.0 0.107
H -2.77715 0.83910 2.54579 0.0 0.0 0.0 0.096
Se 1.61083 -2.03486 -2.52704 0.2 -0.1 0.1 -0.223
Te 2.02882 -0.78741 -4.66912 0.0 0.0 0.0 0.117
Te 1.61407 1.69082 -3.71711 0.0 0.0 0.0 0.189
Se -0.83636 1.40626 -3.21402 0.1 0.5 -0.2 -0.101
O -3.35492 -0.26227 -2.67692 0.1 0.0 0.0 -0.095
C -3.86250 -0.87916 -1.73508 0.0 0.0 0.1 -0.528
C -5.33553 -1.16358 -1.54023 0.0 0.0 0.0 -0.072
C -5.35681 -1.90782 -0.21004 0.0 0.0 0.0 -0.076
C -3.88487 -1.98499 0.20397 0.0 0.0 0.0 -0.482
O -3.49263 -2.50319 1.22957 0.0 0.0 0.0 0.056
N -3.09261 -1.39138 -0.75250 0.1 0.0 0.1 0.054
H -5.70319 -1.74613 -2.38551 0.0 0.0 0.0 0.123
H -5.87805 -0.22016 -1.52951 0.0 0.0 0.0 0.108
H -5.74613 -2.92357 -0.28235 0.0 0.0 0.0 0.119
H -5.91532 -1.39574 0.57183 0.0 0.0 0.0 0.111
```
Forces are in eV/Å.